{"formula": "C3H9NO3", "method": "ωB97M-V with the def2-TZVPD basis set", "elements": ["N", "C", "C", "O", "C", "O", "H", "H", "H", "H", "H", "H", "H", "O", "H", "H"], "xyz": [[0.6830, -0.6872, -1.2570], [0.9923, 0.0039, 0.0059], [0.8710, 1.5165, -0.1569], [-0.1755, 2.0386, -0.5603], [0.0871, -0.2475, 1.1791], [-0.0033, -1.7503, 1.3045], [1.0722, -1.5787, -1.2819], [-0.3162, -0.5554, -1.4619], [2.0560, -0.2322, 0.3827], [1.8815, 2.0510, 0.1663], [-0.9134, 0.1497, 1.0686], [0.6127, 0.1769, 2.1138], [-0.2792, -1.9531, 2.1904], [-2.4187, -0.0018, -1.1865], [-2.1879, 0.5524, -1.9723], [-1.9616, 0.5172, -0.5342]], "nbo_charge": [-0.84, -0.18, 0.46, -0.55, -0.08, -0.73, 0.38, 0.39, 0.20, 0.12, 0.17, 0.18, 0.47, -0.93, 0.47, 0.47], "smiles": "N[C@@H](C=O)CO.O", "de_lowest_ev": 2.528, "charge": 0, "max_force_ha_per_bohr": 0.0675}